1.
ORCA calculation (ωB97M-V/def2-TZVPD) on a molecular structure, C24H44O3P2STc at a distorted geometry.

Output
F_max in eV/A: 4.56
Total charge: +2
2S+1: 4
Orbital gap (alpha / beta) in eV: 2.6 / 3.2

Last column: Mulliken charge in e.
Cartesian coordinates (Å):
Tc1 -0.211 1.151 -1.544  0.084
C1 0.572 0.754 1.456  1.150
C2 1.611 0.724 0.499  1.210
C3 0.123 2.470 -0.060  2.125
C4 -0.338 1.775 1.140  0.351
C5 1.395 1.792 -0.447  -1.013
C6 0.501 -0.086 2.680  -1.906
H1 0.944 -1.077 2.538  0.348
H2 -0.540 -0.246 2.980  0.448
H3 1.010 0.360 3.551  0.355
C7 -1.444 2.247 1.996  -1.582
H4 -1.539 1.671 2.924  0.407
H5 -2.401 2.155 1.476  0.108
H6 -1.328 3.304 2.270  0.326
C8 -0.172 3.888 -0.377  -2.036
H7 0.387 4.542 0.303  0.349
H8 -1.238 4.107 -0.262  0.398
H9 0.130 4.095 -1.401  0.425
C9 2.311 2.277 -1.482  -1.036
H10 2.559 3.325 -1.314  0.348
H11 1.844 2.204 -2.479  0.191
H12 3.244 1.708 -1.459  0.418
C10 2.855 -0.060 0.595  -1.724
H13 3.599 0.436 1.239  0.416
H14 3.325 -0.205 -0.382  0.398
H15 2.670 -1.040 1.046  0.280
C11 -1.079 -3.504 0.078  -0.726
C12 0.150 -3.371 0.562  -0.223
C13 1.344 -4.221 0.198  -0.919
C14 2.433 -3.540 -0.666  -1.651
C15 2.082 -2.981 -1.944  -0.027
C16 0.800 -2.652 -2.622  0.979
C17 -0.748 -3.142 -2.513  -0.895
C18 -1.379 -3.911 -1.329  -0.589
H16 1.077 -5.216 -0.198  0.411
H17 3.280 -4.233 -0.831  0.361
H18 1.854 -4.351 1.167  0.585
H19 -1.167 -4.988 -1.416  0.063
H20 -1.976 -3.275 0.684  0.425
H21 0.305 -2.752 1.460  0.241
H22 -2.475 -3.816 -1.490  0.519
H23 -1.321 -2.202 -2.608  0.510
H24 0.674 -1.533 -2.553  -0.754
H25 -1.034 -3.702 -3.426  0.431
H26 2.893 -2.751 -0.051  0.410
H27 2.843 -2.198 -2.208  1.078
P1 0.995 -5.248 -2.820  0.813
C19 -0.201 -6.625 -3.061  -1.481
C20 2.605 -6.115 -2.601  -1.565
P2 1.459 -2.737 -4.432  0.946
C21 1.149 -4.576 -4.529  -1.457
C22 3.292 -2.797 -4.462  -1.392
C23 1.084 -2.187 -6.116  -1.105
H28 -1.120 -6.263 -3.551  0.414
H29 -0.431 -7.023 -2.062  0.429
H30 0.282 -7.404 -3.668  0.502
H31 2.632 -6.973 -3.286  0.522
H32 2.619 -6.478 -1.562  0.386
H33 3.458 -5.438 -2.781  0.385
H34 1.119 -3.029 -6.827  0.416
H35 1.816 -1.427 -6.428  0.479
H36 0.082 -1.755 -6.106  0.403
H37 0.223 -4.776 -5.104  0.526
H38 1.996 -5.083 -5.029  0.672
H39 3.628 -1.879 -4.958  0.553
H40 3.659 -3.683 -5.004  0.437
H41 3.738 -2.820 -3.467  0.424
C24 -3.912 1.260 -0.607  -0.947
S1 -2.839 0.434 -1.801  1.384
O1 -3.611 -0.405 -2.669  -0.573
O2 -2.047 1.539 -2.467  -0.795
O3 -1.737 -0.301 -1.032  -0.477
H42 -4.823 1.445 -1.209  0.445
H43 -3.509 2.201 -0.222  0.261
H44 -4.139 0.576 0.221  0.331

***

2.
ORCA calculation (ωB97M-V/def2-TZVPD) on a molecular structure, C24H45ClP2V at a distorted geometry.

Output
F_max in eV/A: 5.03
Total charge: +1
2S+1: 3
Orbital gap (alpha / beta) in eV: 6.7 / 7.4

Last column: Mulliken charge in e.
Cartesian coordinates (Å):
V1 0.440 -1.379 -0.683  -0.571
C1 1.519 -3.207 -0.828  1.237
C2 0.681 -3.265 0.316  0.535
C3 -0.688 -2.912 -1.545  1.090
C4 0.681 -2.976 -1.981  -0.059
C5 -0.685 -3.090 -0.109  0.838
C6 2.987 -3.462 -0.792  -1.442
H1 3.539 -2.672 -0.249  0.185
H2 3.424 -3.534 -1.805  0.270
H3 3.170 -4.397 -0.232  0.467
C7 1.165 -2.744 -3.361  -1.480
H4 1.357 -1.675 -3.540  0.168
H5 0.411 -3.029 -4.102  0.340
H6 2.107 -3.279 -3.557  0.351
C8 -1.857 -2.760 -2.477  -1.417
H7 -1.757 -3.476 -3.320  0.472
H8 -1.906 -1.734 -2.904  -0.026
H9 -2.839 -2.922 -1.992  0.444
C9 -1.873 -3.037 0.787  -1.539
H10 -1.941 -3.916 1.450  0.499
H11 -2.792 -3.002 0.185  0.339
H12 -1.855 -2.136 1.436  0.109
C10 1.143 -3.471 1.710  -1.376
H13 0.312 -3.857 2.312  0.353
H14 1.474 -2.528 2.165  0.250
H15 1.993 -4.168 1.756  0.346
C11 1.148 3.585 1.760  -0.010
C12 1.821 3.046 2.791  -0.730
C13 1.258 2.768 4.174  -0.586
C14 -0.264 2.790 4.426  -1.004
C15 -1.012 1.860 3.536  -0.313
C16 -1.481 2.147 2.313  -0.112
C17 -1.418 3.478 1.644  0.078
C18 -0.150 4.319 1.890  -1.291
H16 1.744 3.437 4.913  0.366
H17 -0.709 3.793 4.390  0.353
H18 1.625 1.760 4.446  0.307
H19 -0.302 4.813 2.860  0.465
H20 1.558 3.587 0.728  0.505
H21 2.910 2.844 2.740  0.450
H22 -0.125 5.077 1.087  0.487
H23 -1.502 3.287 0.566  -0.333
H24 -1.943 1.344 1.700  0.103
H25 -2.282 4.092 1.956  0.381
H26 -0.359 2.426 5.462  0.389
H27 -1.184 0.874 3.974  0.398
P1 2.400 -0.130 -1.271  1.212
C19 3.883 -0.641 -2.243  -1.324
H28 4.468 0.255 -2.498  0.480
H29 3.576 -1.131 -3.172  0.353
H30 4.537 -1.328 -1.696  0.376
C20 1.874 1.350 -2.230  -1.173
H31 2.763 1.874 -2.614  0.419
H32 1.290 2.035 -1.599  0.204
H33 1.247 1.044 -3.079  0.361
C21 3.224 0.650 0.174  -0.867
H34 4.153 1.143 -0.150  0.476
H35 3.480 -0.093 0.946  0.385
H36 2.561 1.395 0.635  -0.202
P2 -2.642 0.519 -1.102  0.906
C22 -4.204 -0.384 -0.575  -1.288
H37 -5.123 0.122 -0.921  0.428
H38 -4.240 -0.447 0.522  0.335
H39 -4.190 -1.402 -0.983  0.335
C23 -3.373 2.212 -0.729  -1.429
H40 -4.365 2.355 -1.187  0.532
H41 -2.696 2.973 -1.150  0.420
H42 -3.465 2.379 0.355  0.360
C24 -3.141 0.645 -2.897  -1.472
H43 -4.153 1.065 -3.020  0.406
H44 -3.117 -0.335 -3.377  0.468
H45 -2.425 1.310 -3.402  0.381
Cl1 0.132 -0.134 1.266  -0.370

***

3.
ORCA calculation (ωB97M-V/def2-TZVPD) on a molecular structure, C24H45MoNO3P2 at a distorted geometry.

Output
F_max in eV/A: 4.82
Total charge: +2
2S+1: 3
Orbital gap (alpha / beta) in eV: 6.3 / 4.1

Last column: Mulliken charge in e.
Cartesian coordinates (Å):
Mo1 -1.149 0.442 -1.408  0.146
C1 -2.572 1.559 0.017  -0.181
C2 -3.296 0.621 -0.837  0.305
C3 -2.355 -0.561 0.945  1.012
C4 -2.019 0.808 1.120  0.928
C5 -3.083 -0.703 -0.277  0.927
C6 -2.545 3.035 -0.149  -1.161
H1 -3.040 3.332 -1.079  0.337
H2 -1.515 3.408 -0.191  0.185
H3 -3.051 3.543 0.681  0.387
C7 -1.376 1.411 2.310  -1.111
H4 -0.674 2.197 1.995  0.065
H5 -0.810 0.676 2.896  0.123
H6 -2.108 1.873 2.990  0.311
C8 -2.138 -1.659 1.921  -1.196
H7 -3.094 -2.038 2.312  0.367
H8 -1.529 -1.339 2.773  0.434
H9 -1.621 -2.510 1.451  -0.109
C9 -3.737 -1.948 -0.749  -1.579
H10 -4.420 -2.332 0.020  0.424
H11 -3.000 -2.741 -0.938  0.234
H12 -4.312 -1.789 -1.666  0.359
C10 -4.279 1.008 -1.889  -1.744
H13 -5.200 1.396 -1.426  0.333
H14 -4.549 0.149 -2.507  0.393
H15 -3.881 1.796 -2.540  0.370
C11 0.851 0.862 -1.601  0.598
C12 0.040 1.889 -2.247  -0.025
C13 -0.088 1.940 -3.759  -1.093
C14 -1.007 0.855 -4.365  -1.368
C15 -1.613 -0.089 -3.340  -0.048
C16 -0.823 -1.112 -2.680  -0.051
C17 0.655 -1.310 -2.959  -0.979
C18 1.575 -0.180 -2.416  -0.819
H16 0.900 1.911 -4.250  0.363
H17 -0.482 0.289 -5.154  0.375
H18 -0.499 2.925 -4.031  0.477
H19 2.111 0.296 -3.253  0.371
H20 1.413 1.186 -0.709  -0.508
H21 0.100 2.878 -1.778  0.488
H22 2.372 -0.642 -1.812  0.357
H23 0.974 -2.268 -2.514  0.161
H24 -1.347 -2.052 -2.464  0.631
H25 0.831 -1.445 -4.037  0.439
H26 -1.823 1.355 -4.915  0.416
H27 -2.644 -0.373 -3.561  0.640
P1 2.343 2.432 1.705  0.961
C19 2.128 3.099 3.417  -0.993
H28 3.126 3.355 3.805  0.455
H29 1.685 2.312 4.053  0.269
H30 1.488 3.994 3.390  0.444
C20 3.926 1.545 2.009  -1.115
H31 4.590 2.214 2.576  0.464
H32 4.384 1.297 1.040  0.407
H33 3.706 0.618 2.575  0.217
C21 2.984 3.961 0.903  -1.339
H34 3.147 3.748 -0.160  0.402
H35 3.918 4.290 1.374  0.438
H36 2.216 4.740 0.994  0.396
P2 1.458 -3.153 0.891  0.986
C22 0.467 -4.568 0.245  -1.186
H37 0.861 -5.523 0.617  0.393
H38 0.494 -4.538 -0.854  0.384
H39 -0.571 -4.440 0.580  0.354
C23 3.018 -3.470 -0.045  -1.213
H40 2.752 -3.715 -1.084  0.398
H41 3.588 -4.287 0.419  0.430
H42 3.612 -2.544 -0.023  0.351
C24 1.936 -3.835 2.530  -1.214
H43 2.414 -4.817 2.399  0.514
H44 1.020 -3.919 3.135  0.397
H45 2.598 -3.101 3.015  0.286
O1 0.572 -1.215 4.307  -0.601
N1 1.639 -0.564 4.152  1.032
O2 1.933 0.394 4.916  -0.675
O3 2.429 -0.863 3.187  -0.624

***

4.
ORCA calculation (ωB97M-V/def2-TZVPD) on 3 unconnected molecules or ions with the total composition C24H46BN3O6 at a distorted geometry.

Output
Structure (SMILES): CC(=O)N(BCc1cccc(C)c1)C(C)=O.COCCNCCOC.COCCNCCOC
F_max in eV/A: 3.16
2S+1: 1
Orbital gap in eV: 9.0

Last column: Mulliken charge in e.
Cartesian coordinates (Å):
C1 -2.251 -4.597 4.835  -0.875
C2 -1.191 -5.010 3.770  0.465
O1 -0.053 -5.169 4.145  -0.513
N1 -1.446 -5.183 2.339  0.028
B1 -2.787 -5.719 2.042  0.311
C3 -3.761 -5.251 0.858  -1.007
C4 -4.712 -4.082 1.248  0.462
C5 -4.374 -2.691 1.015  -0.052
C6 -5.304 -1.555 1.354  -0.602
C7 -6.605 -1.875 1.936  -0.540
C8 -6.972 -3.272 2.197  0.668
C9 -8.356 -3.654 2.819  -1.226
C10 -6.035 -4.338 1.850  -0.528
C11 -1.106 -4.014 1.559  0.503
C12 -0.896 -2.579 2.188  -0.929
O2 -0.921 -4.095 0.366  -0.527
H1 -3.205 -5.176 4.800  0.324
H2 -2.462 -3.494 4.785  0.223
H3 -1.788 -4.815 5.836  0.322
H4 -3.168 -6.622 2.727  -0.098
H5 -3.237 -5.017 -0.107  0.305
H6 -4.424 -6.135 0.623  0.347
H7 -3.390 -2.439 0.542  0.193
H8 -5.025 -0.489 1.173  0.430
H9 -7.302 -1.033 2.156  0.329
H10 -9.127 -3.802 2.012  0.263
H11 -8.225 -4.630 3.355  0.336
H12 -8.713 -2.879 3.543  0.336
H13 -6.362 -5.387 2.037  0.250
H14 0.088 -2.647 2.739  0.434
H15 -1.738 -2.291 2.863  0.172
H16 -0.714 -1.832 1.372  0.253
C13 1.007 2.925 -2.176  -0.188
O3 0.176 2.434 -3.220  -0.369
C14 0.521 1.114 -3.636  -0.688
C15 -0.591 0.139 -3.279  -0.282
N2 -0.669 -0.064 -1.834  -0.234
C16 -1.859 -0.798 -1.407  -0.089
C17 -3.218 -0.123 -1.621  -0.697
O4 -3.406 1.042 -0.828  -0.411
C18 -2.922 2.242 -1.410  -0.562
H17 0.741 3.968 -1.997  0.345
H18 0.847 2.362 -1.251  0.282
H19 2.055 2.880 -2.461  -0.137
H20 1.482 0.793 -3.221  0.310
H21 0.624 1.143 -4.725  0.423
H22 -0.399 -0.821 -3.766  0.348
H23 -1.530 0.546 -3.674  0.200
H24 -0.672 0.840 -1.376  0.041
H25 -1.744 -0.983 -0.335  -0.316
H26 -1.865 -1.779 -1.894  0.468
H27 -3.981 -0.831 -1.284  0.385
H28 -3.424 0.081 -2.677  0.416
H29 -2.985 2.232 -2.500  0.298
H30 -1.894 2.434 -1.093  0.149
H31 -3.534 3.066 -1.038  0.297
C19 7.911 3.607 1.437  -0.728
O5 7.435 4.787 0.812  -0.342
C20 8.175 5.144 -0.354  -0.807
C21 7.306 5.007 -1.596  -0.184
N3 7.029 3.603 -1.893  -0.319
C22 6.013 3.410 -2.925  -0.961
C23 4.586 3.867 -2.602  -0.313
O6 3.963 3.117 -1.569  -0.446
C24 4.216 3.593 -0.257  -0.676
H32 7.359 3.473 2.367  0.240
H33 7.743 2.730 0.804  0.313
H34 8.975 3.695 1.675  0.343
H35 9.098 4.562 -0.448  0.405
H36 8.458 6.195 -0.240  0.391
H37 7.822 5.459 -2.448  0.384
H38 6.379 5.565 -1.417  0.169
H39 6.714 3.145 -1.046  0.096
H40 5.980 2.337 -3.136  0.408
H41 6.345 3.899 -3.847  0.417
H42 3.982 3.693 -3.499  0.401
H43 4.522 4.942 -2.401  0.311
H44 4.355 4.677 -0.226  0.332
H45 5.085 3.089 0.173  0.192
H46 3.356 3.339 0.366  0.327

***

In eV, the E values for the records above are, in order, -63332.3615, -82400.1603, -53658.5154, -43062.1669.
In kJ/mol, the energy above the lowest of the compared OMol25 structures with the same formula, charge and spin values for the records above are, in order, 338.0, 0.0, 0.0, 197.6.